(1)
DFT (ωB97M-V with the def2-TZVPD basis set) results for an isolated molecule of C13H20N2O4.

Output
HOMO energy (eV): -9.4
Frontier orbital gap (hartree): 0.3676
Lowest unoccupied orbital energy (eV): 0.6
Structure (SMILES): CCCCOC(=O)c1nc[nH]c1C(=O)OCCCC

Element x y z (Å)
C  -3.13  -2.46  1.34
C  -2.25  -1.30  0.89
C  -2.05  -1.25  -0.62
C  -1.15  -2.38  -1.14
O  0.15  -2.34  -0.54
C  1.00  -1.44  -1.02
O  0.76  -0.67  -1.91
C  2.31  -1.52  -0.33
N  2.92  -2.71  -0.07
C  4.07  -2.42  0.47
N  4.26  -1.09  0.57
C  3.13  -0.48  0.07
C  3.00  0.98  0.08
O  3.93  1.72  0.31
O  1.76  1.37  -0.18
C  1.53  2.77  -0.28
C  0.08  2.98  -0.67
C  -0.88  2.57  0.45
C  -2.34  2.75  0.03
H  -4.09  -2.43  0.84
H  -2.66  -3.41  1.12
H  -3.31  -2.41  2.41
H  -2.72  -0.36  1.20
H  -1.28  -1.37  1.38
H  -1.58  -0.30  -0.90
H  -3.01  -1.32  -1.13
H  -1.04  -2.29  -2.22
H  -1.55  -3.36  -0.88
H  4.79  -3.14  0.78
H  5.05  -0.58  0.94
H  1.75  3.24  0.69
H  2.21  3.19  -1.02
H  -0.12  2.37  -1.56
H  -0.07  4.03  -0.93
H  -0.70  1.53  0.71
H  -0.68  3.18  1.33
H  -2.56  2.13  -0.84
H  -2.54  3.78  -0.22
H  -3.00  2.45  0.83

(2)
DFT (ωB97M-V with the def2-TZVPD basis set) results for C13H20N3Pd as an isolated structure in a non-equilibrium geometry.

Output
Spin multiplicity: 3
HOMO energy (spin up / spin down) (eV): 0.1 / -3.6
Frontier orbital gap (spin up / spin down) (hartree): 0.1167 / 0.2476
Charge: -1
Lowest unoccupied orbital energy (spin up / spin down) (eV): 3.2 / 3.2
<S²>: 2.00

Element x y z (Å)
C  -0.48  -1.84  -2.06
Pd  0.78  -0.17  -1.76
N  1.26  1.92  -1.65
N  1.97  -0.58  -3.50
H  1.85  2.14  -0.84
H  -0.73  -0.67  -2.54
H  -1.42  -1.96  -1.57
H  0.15  -2.58  -1.56
H  -0.50  -2.18  -3.09
H  2.98  -0.50  -3.33
H  1.63  0.08  -4.21
H  1.75  -1.53  -3.81
H  1.71  2.25  -2.51
H  0.38  2.42  -1.54
C  0.98  -3.03  2.87
C  1.76  -2.81  1.76
C  1.48  -1.76  0.89
C  0.37  -0.93  1.09
C  -0.45  -1.17  2.23
C  -0.12  -2.22  3.11
N  0.02  0.07  0.17
C  -0.81  1.15  0.51
C  -1.86  1.59  -0.34
C  -2.62  2.68  0.02
C  -2.40  3.37  1.21
C  -1.37  2.96  2.06
C  -0.58  1.86  1.74
H  1.21  -3.81  3.58
H  2.61  -3.45  1.55
H  2.09  -1.57  0.02
H  -1.36  -0.55  2.41
H  -0.75  -2.36  4.00
H  -2.07  1.03  -1.22
H  -3.45  2.97  -0.64
H  -3.03  4.18  1.49
H  -1.19  3.47  3.04
H  0.20  1.50  2.42

(3)
DFT (ωB97M-V with the def2-TZVPD basis set) results for an isolated molecule of C13H20N4O2 in a non-equilibrium geometry.

Output
HOMO energy (eV): -7.9
Frontier orbital gap (hartree): 0.2962
Lowest unoccupied orbital energy (eV): 0.2
Structure (SMILES): CCNc1cc(N2CCN(C)CC2)ccc1[N+](=O)[O-]

Element x y z (Å)
C  -1.48  -3.11  -1.35
C  -2.45  -1.93  -1.41
N  -1.85  -0.75  -1.97
C  -0.99  0.08  -1.34
C  -0.73  -0.03  0.03
C  0.12  0.82  0.71
N  0.32  0.73  2.06
C  -0.44  -0.15  2.91
C  0.27  -1.50  3.09
N  1.71  -1.29  2.97
C  2.45  -2.43  3.47
C  2.10  -0.03  3.56
C  1.58  1.11  2.67
C  0.75  1.86  -0.02
C  0.52  1.99  -1.35
C  -0.33  1.12  -2.05
N  -0.46  1.33  -3.43
O  0.15  2.25  -3.95
O  -1.19  0.58  -4.09
H  -1.98  -3.99  -0.94
H  -0.62  -2.87  -0.74
H  -1.13  -3.36  -2.35
H  -2.84  -1.71  -0.42
H  -3.30  -2.19  -2.05
H  -1.88  -0.63  -2.98
H  -1.20  -0.84  0.56
H  -0.53  0.35  3.88
H  -1.45  -0.28  2.52
H  -0.02  -2.20  2.31
H  -0.01  -1.93  4.07
H  2.31  -2.60  4.54
H  3.51  -2.27  3.28
H  2.13  -3.32  2.93
H  3.19  0.01  3.60
H  1.73  0.08  4.60
H  1.47  2.03  3.26
H  2.31  1.29  1.88
H  1.38  2.58  0.49
H  0.99  2.79  -1.92

(4)
DFT (ωB97M-V with the def2-TZVPD basis set) results for an isolated ion of composition C13H20NO and charge +1 in a non-equilibrium geometry.

Output
HOMO energy (eV): -11.2
Frontier orbital gap (hartree): 0.3198
Charge: +1
Lowest unoccupied orbital energy (eV): -2.5
Structure (SMILES): C#C[C@](C)(O)[NH2+]CCC/C=C/C=C/C=C

Element x y z (Å)
C  -0.32  2.38  -1.47
C  -1.02  1.80  -0.67
C  -2.09  1.11  0.05
C  -2.50  -0.12  -0.88
O  -3.07  1.80  0.62
N  -1.28  0.44  1.28
C  -0.41  1.39  2.08
C  0.02  0.53  3.20
C  0.92  -0.77  2.89
C  1.60  -0.63  1.57
C  1.30  -1.18  0.41
C  1.88  -0.85  -0.89
C  1.32  -1.36  -2.01
C  1.96  -1.06  -3.28
C  1.60  -1.57  -4.45
H  0.46  2.74  -2.07
H  -1.91  -1.03  -0.96
H  -3.56  -0.47  -0.43
H  -2.61  0.38  -1.88
H  -2.89  2.64  0.24
H  -1.99  0.08  1.85
H  -0.76  -0.34  0.79
H  -1.12  2.27  2.34
H  0.43  1.64  1.56
H  -0.78  0.18  3.75
H  0.59  1.10  4.06
H  0.20  -1.67  3.10
H  1.67  -0.88  3.57
H  2.42  -0.06  1.45
H  0.50  -1.99  0.54
H  2.81  -0.17  -1.00
H  0.54  -2.19  -2.17
H  3.00  -0.56  -3.19
H  2.26  -1.40  -5.39
H  0.81  -2.16  -4.63

(5)
DFT (ωB97M-V with the def2-TZVPD basis set) results for a 2-piece molecular cluster, C13H20O5 overall in a non-equilibrium geometry.

Output
HOMO energy (eV): -10.0
Frontier orbital gap (hartree): 0.3580
Lowest unoccupied orbital energy (eV): -0.3
Structure (SMILES): CCC[C@@H](C)C1=CC(=O)OC1=O.CCOC(C)=O

Element x y z (Å)
C  3.18  -3.13  1.45
C  3.22  -2.95  -0.08
C  3.87  -1.64  -0.58
C  3.67  -0.39  0.29
C  4.30  0.81  -0.44
C  2.28  -0.10  0.66
C  1.14  -0.61  0.28
C  0.04  0.07  1.04
O  -1.08  0.12  0.79
O  0.65  0.65  2.13
C  1.91  0.97  1.66
O  2.51  1.90  1.96
H  3.32  -4.17  1.71
H  3.88  -2.49  1.97
H  2.20  -2.84  1.80
H  2.22  -3.07  -0.48
H  3.79  -3.76  -0.51
H  3.60  -1.45  -1.61
H  4.94  -1.83  -0.59
H  4.27  -0.52  1.19
H  3.83  0.97  -1.41
H  4.30  1.69  0.18
H  5.34  0.55  -0.64
H  1.00  -1.40  -0.43
C  -3.29  2.00  -0.15
C  -4.04  0.72  -0.48
O  -5.35  0.71  0.10
C  -6.42  1.27  -0.48
C  -6.23  2.19  -1.66
O  -7.51  1.09  0.00
H  -3.80  2.87  -0.56
H  -2.28  1.96  -0.56
H  -3.23  2.14  0.93
H  -4.09  0.53  -1.55
H  -3.51  -0.12  -0.03
H  -6.19  3.22  -1.31
H  -7.09  2.07  -2.33
H  -5.34  1.98  -2.25

(6)
DFT (ωB97M-V with the def2-TZVPD basis set) results for a 2-piece molecular cluster, C13H21BF8IN4O3 overall in a non-equilibrium geometry.

Output
HOMO energy (eV): -12.5
Frontier orbital gap (hartree): 0.3182
Charge: +1
Lowest unoccupied orbital energy (eV): -3.9

Element x y z (Å)
C  3.74  0.53  2.01
C  3.42  1.20  0.63
B  1.88  1.41  0.35
O  1.42  1.18  -0.93
N  0.84  1.80  1.37
C  -0.08  2.75  1.27
N  -0.85  2.79  2.35
C  -0.35  1.82  3.17
N  -0.83  1.51  4.35
I  -2.46  2.60  5.01
C  -0.28  0.50  5.25
C  -0.55  -0.99  4.82
C  -1.52  -1.17  3.63
O  -2.77  -0.57  3.83
C  -3.45  -0.35  2.59
N  0.70  1.22  2.58
H  4.76  0.14  2.09
H  3.05  -0.33  2.17
H  3.49  1.25  2.80
H  3.93  2.19  0.59
H  3.78  0.52  -0.16
H  0.59  0.69  -0.90
H  -0.24  3.44  0.44
H  -0.76  0.65  6.22
H  0.80  0.62  5.43
H  -0.93  -1.61  5.65
H  0.42  -1.43  4.53
H  -1.59  -2.26  3.44
H  -1.01  -0.77  2.73
H  -3.57  0.74  2.45
H  -2.90  -0.74  1.72
H  -4.43  -0.85  2.60
H  1.22  0.47  3.01
C  0.49  -0.17  -3.97
C  0.79  -0.02  -5.47
C  -0.39  0.34  -6.37
F  -1.38  -0.58  -6.32
F  0.03  0.40  -7.66
F  1.41  -1.14  -5.90
F  1.70  0.98  -5.58
O  0.25  -1.48  -3.47
C  -1.01  -2.02  -3.61
C  -1.05  -3.21  -4.57
F  -0.55  -2.89  -5.77
F  -2.32  -3.62  -4.75
F  -1.89  -1.06  -3.94
F  -1.38  -2.45  -2.37
H  1.39  0.15  -3.45
H  -0.28  0.53  -3.64
H  -0.80  1.32  -6.10
H  -0.46  -4.04  -4.17

(7)
DFT (ωB97M-V with the def2-TZVPD basis set) results for an isolated molecule of C13H21BS in a non-equilibrium geometry.

Output
HOMO energy (eV): -8.5
Frontier orbital gap (hartree): 0.3296
Lowest unoccupied orbital energy (eV): 0.5
Structure (SMILES): CCCB(CCC)Sc1cccc(C)c1

Element x y z (Å)
C  1.61  0.94  -0.55
C  0.84  1.97  -1.34
C  -0.47  2.10  -0.81
B  -1.31  0.82  -1.05
C  -1.65  0.44  -2.51
C  -0.78  -0.77  -2.84
C  -1.10  -1.47  -4.12
S  -1.98  -0.07  0.36
C  -0.75  -0.74  1.41
C  0.06  -1.85  1.14
C  1.07  -2.12  2.01
C  1.35  -1.44  3.18
C  0.50  -0.39  3.51
C  0.67  0.40  4.73
C  -0.54  -0.08  2.68
H  2.70  0.96  -0.74
H  1.24  -0.07  -0.79
H  1.54  1.17  0.50
H  0.72  1.84  -2.45
H  1.40  2.93  -1.20
H  -0.37  2.25  0.29
H  -1.00  3.00  -1.14
H  -2.70  0.04  -2.50
H  -1.58  1.32  -3.14
H  0.20  -0.38  -2.86
H  -0.75  -1.48  -2.02
H  -0.48  -2.29  -4.40
H  -2.06  -2.07  -4.10
H  -1.25  -0.85  -4.97
H  -0.03  -2.36  0.21
H  1.60  -3.03  1.83
H  2.28  -1.58  3.64
H  -0.31  0.88  5.07
H  1.24  -0.05  5.54
H  1.24  1.31  4.49
H  -1.12  0.74  2.93

(8)
DFT (ωB97M-V with the def2-TZVPD basis set) results for a 2-piece molecular cluster, C13H21Br2F9NOP overall in a non-equilibrium geometry.

Output
Spin multiplicity: 2
HOMO energy (spin up / spin down) (eV): -6.0 / -6.9
Frontier orbital gap (spin up / spin down) (hartree): 0.2851 / 0.3166
Charge: -1
Lowest unoccupied orbital energy (spin up / spin down) (eV): 1.8 / 1.7
<S²>: 0.75

Element x y z (Å)
C  1.96  -0.84  1.44
C  0.83  -0.74  0.41
C  0.87  -2.05  -0.41
C  -0.52  -0.71  1.12
C  -0.92  0.65  1.70
C  -2.28  0.67  2.38
C  -3.39  -0.24  1.82
C  -4.23  0.36  0.68
F  -3.91  1.61  0.36
Br  -6.12  0.44  1.30
C  -4.24  -0.50  -0.62
F  -5.32  -0.20  -1.34
F  -4.34  -1.77  -0.33
Br  -2.74  -0.18  -1.79
C  -0.75  1.73  0.63
C  0.61  1.70  -0.06
C  0.48  2.61  -1.31
C  1.67  2.36  0.87
N  1.01  0.37  -0.55
O  2.18  0.41  -1.06
H  1.84  -1.80  1.93
H  1.89  -0.09  2.22
H  2.93  -0.85  0.98
H  1.37  -2.85  0.11
H  1.34  -1.91  -1.37
H  -0.15  -2.37  -0.62
H  -0.52  -1.44  1.92
H  -1.28  -0.99  0.40
H  -0.18  0.88  2.47
H  -2.14  0.37  3.41
H  -2.66  1.68  2.43
H  -3.06  -1.22  1.53
H  -4.08  -0.39  2.63
H  -1.55  1.73  -0.09
H  -0.80  2.69  1.14
H  0.21  1.96  -2.13
H  1.41  3.07  -1.58
H  -0.34  3.32  -1.20
H  1.89  3.35  0.50
H  1.27  2.51  1.86
H  2.61  1.83  0.90
F  3.75  -1.85  -1.68
P  4.17  -2.16  -3.24
F  3.15  -3.42  -2.89
F  4.30  -0.54  -3.41
F  3.16  -1.88  -4.51
F  4.92  -3.21  -4.25
F  5.72  -2.11  -2.69

(9)
DFT (ωB97M-V with the def2-TZVPD basis set) results for a 2-piece molecular cluster, C13H21BrClN2O7P2 overall in a non-equilibrium geometry.

Output
HOMO energy (eV): -12.2
Frontier orbital gap (hartree): 0.2487
Charge: +1
Lowest unoccupied orbital energy (eV): -5.5

Element x y z (Å)
C  2.71  -2.25  -0.60
C  3.21  -1.00  0.26
O  3.44  0.21  -0.54
C  2.18  0.64  -1.15
C  2.05  2.24  -1.26
O  0.91  2.82  -0.55
C  -0.32  2.26  -0.96
C  -0.71  2.06  -2.45
N  -1.98  1.44  -2.80
C  -2.96  0.98  -1.81
C  -4.31  0.32  -2.35
C  -4.20  -1.24  -2.71
N  -3.50  -2.15  -2.07
C  -2.70  1.14  -0.26
P  -3.90  0.64  1.13
O  -5.19  1.79  1.08
Cl  -4.83  -1.22  0.75
C  -1.32  1.79  0.16
C  -0.99  1.94  1.74
O  -1.44  2.88  2.44
O  -0.10  0.93  2.27
P  -0.79  -0.66  2.02
O  0.46  -1.83  1.99
Br  -2.11  -1.18  3.83
H  3.35  -2.27  -1.56
H  1.61  -2.07  -0.92
H  2.72  -3.25  -0.05
H  2.48  -0.67  1.10
H  4.18  -1.34  0.83
H  1.35  0.13  -0.55
H  2.16  0.23  -2.24
H  1.99  2.57  -2.37
H  3.03  2.71  -0.86
H  0.03  2.40  -3.27
H  -2.17  1.34  -3.82
H  -5.15  0.59  -1.62
H  -4.56  0.88  -3.34
H  -4.84  -1.62  -3.60
H  -3.01  -1.66  -1.30
H  -5.81  1.54  0.35
H  -0.03  -2.69  1.87
C  4.86  -1.78  4.17
O  4.78  -1.49  2.78
H  4.83  -2.86  4.31
H  5.81  -1.39  4.56
H  4.02  -1.32  4.69
H  4.81  -0.53  2.68

(10)
DFT (ωB97M-V with the def2-TZVPD basis set) results for an isolated ion of composition C13H21BrN and charge +1.

Output
HOMO energy (eV): -12.4
Frontier orbital gap (hartree): 0.3407
Charge: +1
Lowest unoccupied orbital energy (eV): -3.1
Structure (SMILES): CCCCCC[NH2+]Cc1cccc(Br)c1

Element x y z (Å)
C  -0.13  4.80  -0.99
C  0.48  3.85  0.03
C  -0.55  2.96  0.72
C  -1.36  2.05  -0.22
C  -0.52  1.11  -1.08
C  0.30  0.14  -0.24
N  1.03  -0.83  -1.10
C  1.77  -1.88  -0.33
C  0.79  -2.80  0.35
C  0.66  -2.82  1.73
C  -0.25  -3.67  2.33
C  -1.05  -4.50  1.56
C  -0.92  -4.47  0.18
Br  -2.02  -5.59  -0.91
C  0.00  -3.63  -0.43
H  -0.92  5.39  -0.53
H  0.63  5.48  -1.37
H  -0.55  4.27  -1.84
H  1.25  3.24  -0.46
H  0.98  4.44  0.80
H  -1.26  3.61  1.24
H  -0.05  2.36  1.48
H  -2.05  1.46  0.39
H  -1.96  2.67  -0.88
H  0.15  1.70  -1.72
H  -1.19  0.55  -1.73
H  1.03  0.68  0.37
H  -0.36  -0.43  0.43
H  1.67  -0.31  -1.70
H  0.34  -1.30  -1.70
H  2.41  -1.39  0.40
H  2.39  -2.44  -1.03
H  1.28  -2.18  2.35
H  -0.35  -3.69  3.40
H  -1.77  -5.16  2.02
H  0.10  -3.66  -1.50

(11)
DFT (ωB97M-V with the def2-TZVPD basis set) results for C13H21Cl5OP2Tc as an isolated structure in a non-equilibrium geometry.

Output
Spin multiplicity: 4
HOMO energy (spin up / spin down) (eV): -13.8 / -15.5
Frontier orbital gap (spin up / spin down) (hartree): 0.2730 / 0.1844
Charge: +2
Lowest unoccupied orbital energy (spin up / spin down) (eV): -6.4 / -10.5
<S²>: 3.78

Element x y z (Å)
Tc  0.15  0.60  0.47
H  1.54  -0.16  -0.33
H  1.69  -0.27  0.60
P  -0.04  0.22  -2.01
P  -0.25  -1.15  1.91
C  -1.58  -0.59  3.05
H  -1.50  -1.15  3.99
H  -1.48  0.49  3.26
H  -2.57  -0.77  2.59
C  -0.72  -2.88  1.76
H  0.04  -3.41  1.17
H  -0.78  -3.32  2.77
H  -1.68  -2.96  1.26
C  1.29  -1.36  2.88
H  1.75  -0.39  3.09
H  1.05  -1.87  3.83
H  2.00  -1.98  2.31
C  -0.64  -1.23  -2.99
H  -0.58  -1.01  -4.08
H  -0.02  -2.11  -2.77
H  -1.69  -1.45  -2.73
C  -1.07  1.50  -2.86
H  -0.75  2.51  -2.58
H  -0.99  1.38  -3.95
H  -2.12  1.37  -2.56
C  1.53  0.49  -2.92
H  2.22  -0.33  -2.69
H  1.34  0.49  -4.00
H  2.00  1.43  -2.63
C  -1.50  1.57  0.54
O  -2.50  2.18  0.51
H  -0.69  -0.67  -0.09
Cl  1.10  3.12  -0.74
C  1.13  3.39  0.99
C  0.82  2.33  1.82
C  0.88  2.55  3.22
Cl  0.51  1.32  4.38
C  1.26  3.80  3.74
Cl  1.34  4.08  5.42
C  1.56  4.88  2.86
Cl  2.06  6.38  3.51
C  1.51  4.66  1.47
Cl  1.93  5.95  0.43